One molecule with the formula C3H5NO2. Source: the OMol25 dataset; level of theory: ωB97M-V/def2-TZVPD.

```
11
Properties=species:S:1:pos:R:3:forces:R:3:lowdin_charge:R:1
C -0.9051 -0.6454 0.9052 -0.07 -0.11 -0.04 -0.006
C -0.1482 0.5705 0.5012 -0.46 0.28 -0.18 -0.471
N -0.6273 1.6883 0.2058 0.35 -0.31 0.31 0.199
O 1.1709 0.1539 0.1830 -0.04 0.00 -0.20 0.010
C 1.2024 -0.2499 -1.1142 0.02 0.23 -0.60 -0.331
O 0.5288 0.2254 -1.9844 0.42 -0.49 0.27 0.098
H -1.9554 -0.4234 1.0995 0.19 -0.10 -0.13 0.092
H -0.4560 -1.1923 1.7373 0.01 0.24 -0.03 0.089
H -0.7655 -1.2744 0.0062 -0.61 -0.09 0.45 0.095
H 0.0645 2.2404 -0.3006 -0.04 0.15 0.22 0.078
H 1.8909 -1.0932 -1.2389 0.23 0.19 -0.06 0.150
```
Forces are in eV/Å.

The total energy is -8776.43245 eV. As for the molar mass: 87.1 g/mol. The total charge is 0. The gap between HOMO and LUMO is 11.662 eV.